No. 1
3 unconnected molecules or ions with the total composition C6H12O, computed with ωB97M-V/def2-TZVPD.

SMILES   OC1C=C1.[H][H].C=CC
HOMO-LUMO gap   10.54 eV
M   100.16 g mol⁻¹
LUMO energy   1.136 eV
Relative energy (zero: lowest compared OMol25 entry of this formula, charge and spin)   105.56 kcal per mole

Each line ends with the Löwdin charge.
Atoms and positions in Å:
C (2.28712, -0.83277, 0.62172)  0.010
H (-1.49043, 1.68135, -2.56127)  0.075
H (2.79183, -0.45212, 1.49857)  0.097
H (0.28309, 1.90414, -0.70277)  0.096
H (1.51532, -2.84430, -0.04161)  0.128
C (-1.25749, 1.51200, 0.65345)  -0.031
H (-0.73168, 1.93657, 1.50463)  0.058
C (-0.71644, 1.48900, -0.56397)  -0.263
H (-0.70192, -0.78417, 3.25305)  0.041
H (-0.76114, 0.10948, -2.21170)  0.071
C (2.07524, -0.75043, -0.66341)  -0.003
H (-0.29310, -0.70977, 0.35199)  0.020
C (-1.37173, 0.91512, -1.78589)  -0.108
H (2.27964, -0.25101, -1.60068)  0.097
H (-2.35857, 0.50364, -1.55244)  0.078
O (-0.08414, -1.65618, 0.29245)  -0.084
H (-0.50788, -1.10050, 2.60626)  0.020
C (1.29483, -1.78142, 0.06148)  -0.369
H (-2.25253, 1.11137, 0.84015)  0.068

No. 2
A molecular structure, C24H32Cl2IrN3O4PS3Te, computed with ωB97M-V/def2-TZVPD.

HOMO-LUMO gap   7.57 eV
M   944.44 g mol⁻¹
Total charge   +1
LUMO energy   -2.331 eV
Relative energy (zero: lowest compared OMol25 entry of this formula, charge and spin)   0.00 kcal per mole

Each line ends with the Löwdin charge.
Atoms and positions in Å:
H (-2.60189, -0.94289, 5.26321)  0.124
H (3.83763, 3.64286, -3.67244)  0.118
C (0.31319, 3.54046, 1.42875)  -0.117
H (-4.32280, -2.40834, 2.39876)  0.122
H (1.23846, -0.72773, -5.71842)  0.109
H (-0.18676, -0.34345, 5.43009)  0.085
C (4.29416, -1.12610, 0.86938)  -0.313
H (0.51877, -3.40104, 0.22470)  0.062
C (0.48449, 3.15752, -4.63389)  -0.141
H (-2.21048, -2.26192, 4.14897)  0.114
S (-0.86312, -1.52958, -1.33253)  0.561
C (0.33221, -0.97379, -3.80167)  -0.659
C (2.37497, -2.39325, 0.05437)  -0.622
C (3.84158, 1.91704, 1.40466)  -0.317
H (1.24509, -3.51715, -1.37032)  0.040
C (0.32556, -0.63996, -5.14536)  -0.128
H (4.03714, 2.05005, -2.97413)  0.114
C (2.21087, 3.03356, -2.39080)  -0.068
H (-0.52642, 1.56141, -3.61779)  0.121
C (3.30768, 2.71875, -3.43467)  -0.152
C (-0.85078, -0.21033, -5.73670)  -0.076
H (-0.19877, 3.53088, 0.46766)  0.043
Cl (1.86027, -1.46644, -3.14117)  0.759
O (-2.00050, -0.31623, 3.43320)  -0.260
H (3.65296, 1.88902, -5.38049)  0.121
H (5.23924, -0.79656, 1.26616)  0.087
H (2.12998, 3.73814, -5.88115)  0.118
C (-0.81543, -0.92110, -2.99214)  -0.657
H (-0.40992, 3.15748, -5.25358)  0.125
H (2.61199, 2.95627, -1.38096)  0.102
H (-5.31045, -3.01327, 0.17863)  0.088
H (4.90951, 1.80630, 1.48583)  0.088
O (0.81119, 1.25089, -1.60839)  -0.183
C (3.16906, -0.40122, 0.66986)  -0.314
H (2.43296, 1.05373, -4.46017)  0.070
H (-0.38423, 3.16118, 2.17293)  0.059
C (1.53531, 2.69337, 1.36750)  -0.613
C (-1.98147, -0.48056, -3.63757)  -0.680
H (-4.25897, -1.03039, 1.28329)  0.090
Cl (-3.48054, -0.36492, -2.77759)  0.673
Te (-2.10059, 1.14155, 0.46878)  0.762
C (-1.88984, -1.28663, 4.51698)  -0.233
H (-0.87019, 0.04187, -6.78867)  0.116
H (0.22459, -1.63515, 4.28806)  0.070
O (-0.19856, -0.99701, 1.70130)  -0.493
N (0.23943, 2.21929, -3.54420)  0.122
H (0.57185, 4.16250, -4.21939)  0.117
H (-0.43031, -2.03534, 5.88337)  0.086
H (1.42006, 2.20369, -6.33468)  0.105
N (1.61656, 1.43083, 1.01802)  -0.049
H (-3.83956, -3.95229, 0.47106)  0.087
C (-4.22844, -2.94916, 0.29831)  -0.062
C (1.72230, 2.80836, -5.47741)  -0.158
C (2.80408, 2.04917, -4.71349)  -0.197
N (2.09778, -1.11385, 0.16483)  -0.073
H (-3.79069, -2.55392, -0.61778)  0.042
S (3.04970, 3.38436, 1.75516)  1.131
C (1.46264, -3.51304, -0.30549)  -0.115
C (-3.90087, -2.04769, 1.46027)  -0.260
H (0.58067, 4.56641, 1.67681)  0.078
O (-2.45607, -2.02097, 1.61999)  -0.279
H (-2.93855, 0.19844, -5.42337)  0.108
C (-2.00635, -0.12370, -4.98124)  -0.117
H (1.84223, 4.05336, -2.51891)  0.123
S (3.99238, -2.75485, 0.47806)  1.141
C (-0.48096, -1.32425, 5.05798)  -0.066
H (1.92264, -4.45951, -0.02411)  0.079
P (-1.68417, -0.68312, 1.93651)  0.145
C (1.03544, 2.09441, -2.48241)  -0.435
C (2.92944, 0.98923, 1.02948)  -0.317
Ir (0.29238, 0.03774, -0.01045)  0.850

No. 3
A molecular structure, C24H33F6NOPdSb2Si, computed with ωB97M-V/def2-TZVPD.

HOMO-LUMO gap (alpha / beta)   7.71 / 4.19 eV
M   843.55 g mol⁻¹
Expectation value of S²   6.07
2S+1   5
Total charge   +2
LUMO energy (alpha / beta)   -5.687 / -9.699 eV
Relative energy (zero: lowest compared OMol25 entry of this formula, charge and spin)   24.34 kcal per mole

Each line ends with the Löwdin charge.
Atoms and positions in Å:
Pd (0.93544, 0.39670, 0.64604)  0.374
C (0.75913, 1.10054, 2.59151)  -0.180
H (1.01184, 3.54481, 0.63915)  0.009
H (1.38837, -2.74326, -4.88482)  0.135
H (-3.70497, 2.17588, 2.21309)  0.032
Si (2.52572, 2.64275, -1.21546)  0.452
C (2.98701, 0.00026, 1.48768)  -0.330
C (-2.04779, -2.41292, 0.15138)  -0.214
C (-3.76312, -3.05913, 1.73155)  -0.013
H (-1.95243, -1.97412, -0.88706)  0.078
C (2.62774, -1.31865, -3.84245)  -0.045
H (1.39796, -4.05080, -0.09378)  0.026
H (2.37001, 4.51352, 0.19831)  0.048
N (1.61031, 1.13979, -1.30799)  -0.056
H (-2.08907, 2.99747, 2.59571)  0.022
H (4.73080, 1.50603, -1.62384)  0.026
C (-3.24970, -2.02247, 0.84816)  -0.274
C (-2.62554, 2.06615, 2.37993)  -0.244
H (-1.51653, 3.90958, 0.13798)  0.030
H (-1.35491, -2.98926, 3.42281)  0.037
H (-5.58392, 0.41440, 1.38979)  0.125
H (-6.54647, -1.42965, 2.79201)  0.135
C (4.40050, 2.50891, -1.24685)  -0.159
H (1.58465, -4.41851, 1.65776)  0.036
F (3.18905, -0.41248, 2.77903)  0.079
H (1.00890, 4.26167, -2.48408)  0.020
H (1.75417, 3.01616, -3.56404)  0.034
C (-3.39004, 0.29104, -0.20635)  -0.275
H (-0.55745, 3.12505, -1.19286)  -0.020
C (0.84202, -4.15384, 0.87819)  -0.275
H (2.71530, 4.37128, -2.88667)  0.029
C (-3.90823, -0.80911, 0.68223)  -0.278
C (2.07485, 3.50021, 0.38332)  -0.168
H (-3.23527, -3.99005, 1.76354)  0.115
C (-0.61178, -2.19182, 3.19358)  -0.315
C (2.68204, -0.15760, -3.07934)  0.001
C (0.20669, -1.28267, -3.78932)  0.014
H (-0.77555, -1.69790, -4.12269)  0.148
H (2.57717, 2.94603, 1.17504)  0.011
C (1.89365, 3.69774, -2.72152)  -0.122
F (3.66348, -0.67692, -0.67113)  0.131
F (2.81799, -2.23825, 0.58522)  0.036
F (3.87635, 1.04171, 1.27909)  0.057
H (4.97116, 2.67525, -0.28709)  0.064
C (1.48427, 0.25702, -2.41952)  -0.239
C (-5.07096, -0.55651, 1.43637)  -0.003
H (-4.22225, 1.05823, -0.34576)  0.107
C (-5.62888, -1.63184, 2.19351)  0.000
H (3.66314, 0.33171, -2.95512)  0.118
H (4.79721, 3.23624, -1.97424)  0.045
F (-0.98667, -0.03575, -2.14408)  -0.028
H (0.34043, -2.51583, 3.69236)  0.036
C (0.23043, -0.36891, -2.76379)  -0.165
H (-2.01091, -3.52337, 0.11693)  0.078
Sb (-1.61704, 1.28888, 0.63242)  1.433
H (-0.90007, -1.14939, 3.48251)  0.018
H (-5.58194, -3.62128, 2.79016)  0.116
C (-1.51045, 3.09709, -0.62660)  -0.231
C (-4.99957, -2.89004, 2.27376)  -0.045
H (-3.22092, -0.02423, -1.21393)  0.047
Sb (0.03774, -2.18123, 1.22417)  1.455
C (3.58933, -1.10962, 0.59135)  -0.533
H (-2.38038, 3.09468, -1.29382)  0.025
H (-2.49440, 1.40845, 3.20596)  -0.003
H (3.51325, -1.73915, -4.25903)  0.118
C (1.41951, -1.87139, -4.22038)  -0.016
O (0.85679, 2.04778, 3.25274)  0.135
H (0.13936, -4.97146, 0.88293)  0.016
F (4.86344, -1.44360, 0.94638)  0.179

No. 4
A single C21H32N4O4S2 molecule, computed with ωB97M-V/def2-TZVPD.

SMILES   CCCCN(C)CCNC(=O)CN1C(=O)CSc2ccc(S(=O)(=O)N3CCCC3)cc21
HOMO-LUMO gap   9.01 eV
M   468.64 g mol⁻¹
LUMO energy   0.502 eV
Relative energy (zero: lowest compared OMol25 entry of this formula, charge and spin)   5.30 kcal per mole

Each line ends with the Löwdin charge.
Atoms and positions in Å:
H (-3.17681, 1.45541, 1.27854)  0.124
C (5.13886, -1.59528, 0.58485)  -0.077
O (3.27795, 1.95718, -2.35399)  -0.283
H (6.05322, 0.34019, 0.36654)  0.119
H (-2.52581, 2.42999, -1.35425)  0.080
C (-3.48792, 1.93005, -1.25130)  -0.085
N (3.62970, 2.87341, -0.07165)  -0.231
H (-7.85647, -0.39416, 1.62250)  0.071
H (1.76922, 2.01247, -0.37515)  0.099
H (2.96042, -5.79008, -0.42580)  0.090
C (-6.81509, -0.87197, -0.20940)  -0.275
C (4.05545, -2.39916, 0.25084)  -0.453
O (5.57666, 2.26214, -1.49660)  -0.279
H (-4.14293, 2.56850, -0.64212)  0.086
S (4.01514, -4.05810, 0.83344)  0.992
H (4.35573, 1.12098, 2.13318)  0.089
C (3.13320, -4.73016, -0.60152)  -0.346
H (-6.47191, -1.84909, 0.13827)  0.109
C (2.27572, 2.62011, 0.37272)  -0.186
C (-2.72571, 0.66486, 0.65955)  -0.186
H (4.36459, 4.07766, 1.43794)  0.126
C (0.62825, -1.96084, -1.08719)  -0.036
H (-6.03950, 1.12356, -0.38088)  0.110
O (0.93901, -0.88857, 1.05408)  0.069
C (2.37990, 1.93924, 1.75229)  -0.144
C (4.19128, 0.18823, -0.66538)  -0.243
C (-1.21015, 0.88947, 0.58394)  -0.156
C (1.80885, -4.02729, -0.77539)  -0.487
H (0.64363, -1.48936, -2.07451)  0.139
H (5.48397, 2.83209, 0.85103)  0.109
N (-3.28502, 0.61329, -0.68140)  -0.251
H (-0.15918, -2.72346, -1.07709)  0.136
H (-0.98557, 1.90360, 0.23941)  0.111
H (-5.45202, 0.23673, 1.02972)  0.112
H (2.37882, -0.16736, -1.66906)  0.115
C (-4.43731, -0.26182, -0.81061)  -0.214
H (3.96168, 2.49597, 3.16568)  0.107
C (-5.69428, 0.14840, -0.03178)  -0.211
H (-4.67990, -0.32173, -1.87587)  0.121
H (-1.19840, -0.20699, -1.16679)  0.138
H (-7.05346, -0.96440, -1.27148)  0.109
H (-4.12653, -1.26015, -0.48647)  0.122
S (4.21461, 1.88115, -1.26966)  0.670
O (0.76890, -4.63639, -0.90830)  0.076
H (5.91715, -2.01169, 1.20520)  0.109
H (-8.44031, 0.48872, 0.21170)  0.071
C (0.33280, -0.92855, 0.00304)  -0.468
C (3.11857, -0.60076, -1.01747)  0.009
H (-2.90657, -0.29721, 1.14335)  0.127
C (-8.06931, -0.47329, 0.55861)  -0.117
H (2.09363, 0.89092, 1.69414)  0.079
C (4.44717, 3.03636, 1.11021)  -0.186
H (-3.92529, 1.82518, -2.24230)  0.090
H (3.76243, -4.59599, -1.48455)  0.099
N (1.86900, -2.66386, -0.82796)  0.014
H (1.72108, 2.43148, 2.46603)  0.107
C (3.85461, 2.08776, 2.16252)  -0.148
C (3.01411, -1.90927, -0.55056)  -0.197
N (-0.63872, -0.06621, -0.33646)  0.078
H (-8.85376, -1.21329, 0.42017)  0.068
H (-0.74617, 0.74090, 1.56026)  0.122
C (5.21121, -0.29103, 0.13471)  -0.067
H (1.75760, 3.58152, 0.44850)  0.124